90
Properties=species:S:1:pos:R:3:lowdin_charge:R:1 method="wB97M-V/def2-TZVPD" de_lowest_kcal_mol=10.23 total_charge=+1 orbital_gap_ev="4.0 / 4.0" total_energy_ev=-72422.9164
Pd 0.28793 -0.52177 -0.60613 0.94
C -0.90948 0.39813 -6.38473 -0.04
C 0.11763 0.55401 -5.24587 -0.38
C 1.50940 0.79803 -5.85951 -0.08
C -0.30216 1.65767 -4.29780 -0.17
C -0.12840 2.96063 -4.70061 -0.10
C -0.47272 4.02552 -3.87864 -0.06
C -1.06023 3.81837 -2.62304 -0.06
C -1.28531 2.55425 -2.15242 -0.17
C -2.07615 2.33596 -0.88894 -0.37
C -3.55479 2.14555 -1.26395 -0.03
C -1.90439 3.45926 0.13319 -0.05
C -0.87219 1.42746 -2.97442 -0.21
N -0.95529 0.18401 -2.44233 0.06
C -1.52802 -0.89298 -3.04655 -0.47
O -2.36048 -0.86242 -3.92909 0.10
C -1.12760 -2.22819 -2.47716 -0.16
C -1.57697 -3.40733 -3.02591 0.05
C -1.18130 -4.60628 -2.44875 0.02
C -0.36762 -4.58331 -1.32146 0.05
C 0.03340 -3.36803 -0.82416 -0.17
N -0.33363 -2.23203 -1.41123 0.00
C 0.83399 -3.26592 0.43810 -0.45
O 1.23839 -4.26455 0.97977 0.12
N 1.10944 -1.99406 0.87993 0.10
C 1.29090 -1.59952 2.15174 -0.17
C 2.43498 -0.76010 2.44429 -0.12
C 2.57974 -0.28816 3.72396 -0.02
C 1.64199 -0.60488 4.70878 -0.01
C 0.53678 -1.41056 4.43953 -0.01
C 0.31851 -1.92453 3.18162 -0.09
C -0.90206 -2.79191 2.93547 -0.36
C -2.18473 -2.16453 3.49159 -0.05
C -0.69255 -4.18986 3.55248 -0.04
C 3.47132 -0.50668 1.38706 -0.41
C 4.35327 -1.75756 1.21884 -0.03
C 4.32043 0.73511 1.64394 -0.06
H -0.56244 -0.37085 -7.08343 0.09
H -1.00010 1.34152 -6.93644 0.09
H -1.89322 0.11661 -6.01904 0.07
H 0.16522 -0.37810 -4.69058 0.09
H 1.44493 1.45074 -6.73398 0.08
H 1.93761 -0.15134 -6.19336 0.09
H 2.20275 1.24891 -5.14795 0.03
H 0.30726 3.16170 -5.67509 0.13
H -0.30110 5.04067 -4.22620 0.12
H -1.34564 4.67458 -2.02327 0.12
H -1.74852 1.41684 -0.44521 0.07
H -3.94628 3.05302 -1.73316 0.09
H -4.14553 1.93953 -0.36550 0.09
H -3.69042 1.31586 -1.96332 0.08
H -2.32769 4.40387 -0.22365 0.08
H -0.84908 3.62984 0.37659 0.09
H -2.43010 3.20075 1.05483 0.08
H -2.22903 -3.34584 -3.88657 0.14
H -1.51393 -5.55028 -2.86395 0.13
H -0.03644 -5.47516 -0.80734 0.14
H 3.42996 0.33453 3.97750 0.12
H 1.77426 -0.21014 5.71171 0.12
H -0.16375 -1.63260 5.23830 0.12
H -1.04349 -2.89143 1.86276 0.11
H -2.17003 -2.11060 4.58499 0.08
H -3.04295 -2.77852 3.20520 0.09
H -2.33528 -1.15908 3.09446 0.05
H -0.54587 -4.10252 4.63491 0.09
H 0.17049 -4.69819 3.12791 0.07
H -1.58018 -4.80781 3.38110 0.09
H 2.94251 -0.35848 0.45590 0.00
H 4.94287 -1.93175 2.12528 0.09
H 5.04495 -1.61163 0.38249 0.08
H 3.76050 -2.65610 1.02151 0.07
H 4.98430 0.60482 2.50839 0.09
H 3.70153 1.62580 1.80945 0.08
H 4.95242 0.92847 0.77464 0.09
O -1.07362 -0.10468 0.98158 -0.04
C -0.26830 0.81320 1.36149 -0.54
O 0.72675 1.05665 0.57377 -0.15
C -0.44811 1.56028 2.61191 -0.16
C 0.60390 2.31550 3.12350 -0.01
C 0.43224 3.00837 4.31351 -0.05
C -0.79113 2.95142 4.97596 -0.05
C -1.84277 2.20102 4.45495 -0.05
C -1.67057 1.50397 3.27147 -0.03
H 1.54445 2.35195 2.58671 0.11
H 1.24789 3.59361 4.72459 0.11
H -0.93118 3.50550 5.89788 0.11
H -2.79460 2.16595 4.97089 0.11
H -2.48186 0.92341 2.84795 0.12
I 2.33119 -0.53207 -2.25167 0.59
I 2.25321 2.58949 -2.26195 0.50